Here is a molecular structure, C9H14CaIN4O4 in a non-equilibrium geometry from the OMol25 dataset. Energies are from ωB97M-V with the def2-TZVPD basis set.

* orbital gap: 8.373 eV
* highest occupied orbital energy: -0.4354 Ha
* net charge: +1
* LUMO energy: -3.47 eV

```
33
Properties=species:S:1:pos:R:3:nbo_charge:R:1
Ca -8.72 6.19 -6.28 1.808
O -11.01 5.63 -5.96 -0.793
C -11.54 5.42 -4.66 -0.096
C -10.43 5.26 -3.66 0.169
C -10.56 4.35 -2.63 -0.221
C -9.61 4.39 -1.60 -0.138
C -8.85 5.49 -1.48 -0.267
C -8.79 6.38 -2.54 0.042
N -9.55 6.28 -3.64 -0.541
H -10.86 4.80 -6.39 0.517
H -12.12 4.49 -4.69 0.213
H -12.15 6.23 -4.37 0.210
H -11.16 3.50 -2.69 0.245
H -9.50 3.55 -0.86 0.244
H -8.34 5.72 -0.53 0.246
H -8.20 7.31 -2.54 0.209
N -6.97 4.53 -4.93 -0.731
N -7.73 3.33 -4.85 -0.521
C -8.88 3.21 -5.71 0.853
O -9.84 2.51 -5.34 -0.684
O -8.77 3.92 -6.82 -0.944
H -6.14 4.39 -5.46 0.368
H -6.57 4.81 -4.06 0.373
H -7.94 3.04 -3.93 0.382
N -8.85 8.08 -10.50 -0.765
C -8.69 7.24 -9.46 0.676
O -9.13 7.52 -8.34 -0.735
C -7.79 6.05 -9.86 -0.584
I -6.01 6.55 -8.72 0.117
H -9.34 8.93 -10.35 0.419
H -8.18 8.02 -11.25 0.410
H -7.51 6.00 -10.90 0.250
H -8.11 5.10 -9.51 0.268
```

Here is a molecular structure, C4H6N2 from the OMol25 dataset. Energies are from ωB97M-V with the def2-TZVPD basis set.

* orbital gap: 8.322 eV
* energy relative to the best compared isomer or geometry (same formula, charge and spin): 482.51 kJ/mol
* highest occupied orbital energy: -0.2794 Ha
* net charge: 0
* LUMO energy: 0.72 eV

```
12
Properties=species:S:1:pos:R:3:nbo_charge:R:1
C 0.49 0.78 1.49 -0.389
C 0.57 -0.87 0.48 -0.113
C -0.47 -1.40 -0.28 -0.185
N -0.70 -0.56 -1.35 -0.459
C 0.10 0.51 -1.25 0.124
N 0.90 0.36 -0.17 -0.442
H -0.33 0.38 2.09 0.213
H 0.24 1.82 1.24 0.186
H 1.43 0.73 2.02 0.236
H -1.04 -2.31 -0.18 0.210
H -1.28 -0.77 -2.15 0.419
H 0.09 1.33 -1.95 0.201
```

Here is a molecular structure, C4H2OPb in a non-equilibrium geometry from the OMol25 dataset. Energies are from ωB97M-V with the def2-TZVPD basis set.

* orbital gap (spin up / spin down): 4.576 / 4.920 eV
* energy relative to the best compared isomer or geometry (same formula, charge and spin): 238.33 kJ/mol
* spin multiplicity: 2
* highest occupied orbital energy (spin up / spin down): -0.3982 / -0.4090 Ha
* net charge: +1
* LUMO energy (spin up / spin down): -6.26 / -6.21 eV

```
8
Properties=species:S:1:pos:R:3:nbo_charge:R:1
C -3.45 0.27 -0.18 0.070
C -2.74 -0.77 -0.34 -0.128
C -1.51 -0.33 -0.02 0.051
C -0.16 -0.22 0.14 0.016
O 0.50 -0.78 1.05 -0.854
Pb 2.36 -0.51 2.06 1.422
H -4.20 1.01 0.08 0.256
H 0.33 0.44 -0.61 0.166
```

Here is a single C2H2ClNO2 molecule in a non-equilibrium geometry from the OMol25 dataset. Energies are from ωB97M-V with the def2-TZVPD basis set.

* orbital gap: 8.361 eV
* energy relative to the best compared isomer or geometry (same formula, charge and spin): 247.06 kJ/mol
* SMILES string: O=C/C(Cl)=[NH+]/[O-]
* highest occupied orbital energy: -0.3482 Ha
* net charge: 0
* LUMO energy: -1.11 eV

```
8
Properties=species:S:1:pos:R:3:nbo_charge:R:1
O -1.90 -0.16 -0.07 -0.525
C -0.92 -0.87 0.06 0.361
C 0.39 -0.27 -0.03 -0.065
Cl 1.84 -1.15 -0.12 0.082
N 0.45 1.07 -0.01 0.025
O 1.47 1.80 -0.08 -0.412
H -0.90 -1.90 0.19 0.145
H -0.43 1.48 0.07 0.391
```

Here is a molecular structure, C42H35Cl2CsN4O7 in a non-equilibrium geometry from the OMol25 dataset. Energies are from ωB97M-V with the def2-TZVPD basis set.

* orbital gap: 4.281 eV
* energy relative to the best compared isomer or geometry (same formula, charge and spin): 141.67 kJ/mol
* highest occupied orbital energy: -0.0372 Ha
* net charge: -2
* LUMO energy: 3.27 eV

```
91
Properties=species:S:1:pos:R:3:lowdin_charge:R:1
Cs 0.22 -1.10 0.47 1.414
O 2.31 -0.45 1.65 -0.427
C 3.11 -1.06 2.44 -0.430
C 4.44 -1.42 2.02 -0.043
C 5.37 -1.96 2.90 -0.145
C 5.05 -2.19 4.25 -0.166
C 3.74 -1.92 4.65 -0.110
C 2.77 -1.41 3.80 -0.152
C 1.38 -1.29 4.32 -0.139
N 0.36 -1.13 3.59 -0.045
N -0.85 -1.11 4.26 0.014
C -1.89 -1.28 3.45 -0.537
O -1.94 -1.45 2.19 -0.287
C -3.21 -1.28 4.21 -0.139
C -4.40 -1.24 3.48 -0.047
C -5.64 -1.24 4.12 -0.116
C -5.72 -1.30 5.50 -0.139
C -4.54 -1.37 6.24 -0.116
C -3.30 -1.36 5.61 -0.047
H 4.70 -1.24 0.98 0.088
H 6.37 -2.19 2.54 0.080
H 5.78 -2.60 4.94 0.064
H 3.45 -2.13 5.68 0.087
H 1.25 -1.42 5.41 0.100
H -4.31 -1.23 2.40 0.100
H -6.55 -1.20 3.52 0.083
H -6.68 -1.31 6.00 0.081
H -4.59 -1.43 7.33 0.084
H -2.38 -1.40 6.17 0.093
O -0.71 0.54 -3.32 -0.090
H 0.13 0.35 -2.86 -0.005
H -1.38 0.25 -2.69 -0.022
C -3.55 2.30 1.07 -0.014
O -4.71 2.45 0.21 -0.110
C -4.36 2.50 -1.11 -0.271
C -3.70 3.58 -1.65 -0.007
C -3.33 3.56 -2.99 -0.077
C -3.65 2.46 -3.77 -0.079
C -4.34 1.38 -3.22 -0.015
C -4.68 1.39 -1.88 -0.165
N -5.43 0.36 -1.25 0.119
C -5.59 -0.92 -1.60 -0.038
C -4.73 -1.78 -2.24 -0.139
C -5.24 -3.05 -2.71 -0.071
C -4.42 -3.97 -3.24 -0.105
C -2.99 -3.71 -3.31 -0.066
C -2.45 -2.57 -2.84 0.021
C -3.29 -1.53 -2.26 -0.357
O -2.84 -0.54 -1.71 0.029
H -2.89 3.17 0.98 0.085
H -2.99 1.40 0.82 0.103
H -3.92 2.24 2.09 0.091
H -3.45 4.42 -1.01 0.118
H -2.78 4.39 -3.41 0.101
H -3.33 2.41 -4.81 0.106
H -4.58 0.52 -3.83 0.122
H -5.87 0.65 -0.40 0.150
H -6.55 -1.33 -1.28 0.131
H -6.31 -3.24 -2.64 0.103
H -4.82 -4.91 -3.60 0.087
H -2.34 -4.47 -3.72 0.102
H -1.38 -2.39 -2.86 0.122
Cl 4.61 2.21 1.01 0.790
C 4.18 3.24 -0.30 -0.583
C 4.05 4.59 -0.02 -0.130
C 3.53 5.46 -0.95 -0.110
C 3.12 4.97 -2.18 -0.136
C 3.28 3.63 -2.47 -0.571
Cl 2.77 3.07 -4.03 0.691
C 3.85 2.71 -1.56 -0.267
N 3.96 1.38 -1.97 0.075
C 5.02 0.49 -1.76 -0.201
C 6.31 0.95 -1.45 -0.066
C 7.37 0.08 -1.31 -0.115
C 7.18 -1.29 -1.50 -0.119
C 5.92 -1.74 -1.87 -0.062
C 4.83 -0.88 -2.03 -0.139
C 3.54 -1.47 -2.60 -0.044
C 2.19 -1.27 -1.87 -0.709
O 1.65 -2.29 -1.38 -0.245
O 1.69 -0.10 -1.89 -0.192
H 4.32 4.94 0.98 0.096
H 3.41 6.52 -0.71 0.096
H 2.68 5.62 -2.93 0.093
H 3.05 0.93 -2.17 0.087
H 6.47 2.01 -1.31 0.097
H 8.36 0.46 -1.05 0.092
H 8.00 -1.98 -1.40 0.084
H 5.76 -2.80 -2.05 0.106
H 3.67 -2.55 -2.69 0.101
H 3.39 -1.07 -3.61 0.127
```

Here is a gas-phase ion, C21H26NO2 (charge +1) from the OMol25 dataset. Energies are from ωB97M-V with the def2-TZVPD basis set.

* orbital gap: 10.449 eV
* energy relative to the best compared isomer or geometry (same formula, charge and spin): 0.00 kJ/mol
* SMILES string: CCOC(=O)[C@@H]1CC[N@H+](Cc2ccccc2)C[C@H]1c1ccccc1
* highest occupied orbital energy: -0.4581 Ha
* net charge: +1
* LUMO energy: -2.02 eV

```
50
Properties=species:S:1:pos:R:3:nbo_charge:R:1
C -6.33 -1.26 -0.67 -0.625
C -5.06 -1.63 0.06 -0.077
O -4.02 -0.72 -0.35 -0.489
C -2.79 -0.98 0.04 0.819
O -2.46 -1.93 0.71 -0.632
C -1.81 0.08 -0.49 -0.327
C -0.69 -0.59 -1.29 -0.412
C 0.25 -1.39 -0.40 -0.244
N 0.77 -0.52 0.68 -0.363
C 1.86 -1.18 1.45 -0.248
C 3.10 -1.30 0.59 0.001
C 3.58 -2.53 0.19 -0.219
C 4.71 -2.61 -0.60 -0.192
C 5.36 -1.46 -1.02 -0.185
C 4.87 -0.22 -0.63 -0.187
C 3.75 -0.14 0.17 -0.253
C -0.35 -0.06 1.53 -0.237
C -1.24 0.88 0.70 -0.259
C -0.46 2.13 0.30 0.020
C 0.25 2.82 1.28 -0.249
C 0.98 3.96 0.97 -0.194
C 1.01 4.43 -0.33 -0.195
C 0.28 3.78 -1.30 -0.191
C -0.45 2.64 -1.00 -0.241
H -6.62 -0.24 -0.44 0.219
H -6.19 -1.35 -1.74 0.218
H -7.13 -1.93 -0.36 0.231
H -5.18 -1.54 1.15 0.193
H -4.74 -2.65 -0.17 0.198
H -2.40 0.73 -1.13 0.254
H -1.12 -1.27 -2.03 0.248
H -0.12 0.17 -1.83 0.227
H 1.09 -1.78 -0.97 0.242
H -0.29 -2.22 0.07 0.253
H 1.17 0.32 0.24 0.450
H 2.08 -0.57 2.33 0.233
H 1.52 -2.16 1.78 0.235
H 3.09 -3.44 0.52 0.218
H 5.09 -3.58 -0.90 0.231
H 6.24 -1.52 -1.64 0.231
H 5.37 0.68 -0.94 0.229
H 3.39 0.83 0.49 0.211
H 0.05 0.44 2.41 0.227
H -0.92 -0.93 1.85 0.267
H -2.07 1.20 1.34 0.252
H 0.21 2.50 2.31 0.209
H 1.51 4.47 1.75 0.228
H 1.58 5.32 -0.57 0.231
H 0.27 4.15 -2.31 0.228
H -1.02 2.18 -1.78 0.214
```

Here is a single C5H9N molecule in a non-equilibrium geometry from the OMol25 dataset. Energies are from ωB97M-V with the def2-TZVPD basis set.

* orbital gap: 8.154 eV
* energy relative to the best compared isomer or geometry (same formula, charge and spin): 317.89 kJ/mol
* SMILES string: C=C/C(C)=C/N
* highest occupied orbital energy: -0.2654 Ha
* net charge: 0
* LUMO energy: 0.93 eV

```
15
Properties=species:S:1:pos:R:3:nbo_charge:R:1
C -1.15 -1.42 -1.71 -0.480
C -0.11 -1.19 -0.80 -0.173
C 0.11 0.05 0.08 -0.101
C -1.08 0.31 1.10 -0.657
C 1.40 0.47 0.17 -0.028
N 1.69 1.75 0.54 -0.817
H -2.11 -0.83 -1.65 0.214
H -0.83 -2.23 -2.28 0.211
H 0.77 -1.85 -0.81 0.184
H -0.72 -0.26 1.99 0.227
H -1.95 -0.34 0.85 0.228
H -1.42 1.34 1.26 0.213
H 2.01 -0.36 0.34 0.214
H 0.92 2.28 0.81 0.374
H 2.47 2.26 0.13 0.392
```